Entry from the Open Molecules 2025 dataset: a cluster of 14 separate species, C5H36O13 in total at a distorted geometry (the ωB97M-V functional and the def2-TZVPD basis).

The orbital gap is 9.2 eV. For the energy above the lowest of the compared OMol25 structures with the same formula, charge and spin, the calculation gives 146.4 kJ/mol. The largest force on an atom comes out at 1.93 eV Å⁻¹. The value obtained for the highest occupied orbital energy is -9.05 eV. The multiplicity is 1.

Bonds (Å) are listed after each position.
Cartesian coordinates (Å):
1 C -2.067 -1.881 3.323  C2 1.561, H6 1.085, H7 1.100, H8 1.081
2 C -2.430 -1.654 1.822  C1 1.561, C3 1.522, H9 1.090, H10 1.085
3 C -1.948 -0.290 1.350  C2 1.522, C4 1.509, H11 1.086, H12 1.109
4 C -0.538 -0.073 0.859  C3 1.509, C5 1.325, H13 1.079
5 C -0.337 0.314 -0.393  C4 1.325, H14 1.084, H15 1.083
6 H -1.844 -2.938 3.427  C1 1.085
7 H -1.138 -1.315 3.487  C1 1.100
8 H -2.681 -1.382 4.060  C1 1.081
9 H -1.941 -2.547 1.433  C2 1.090
10 H -3.506 -1.627 1.687  C2 1.085
11 H -2.237 0.552 1.971  C3 1.086
12 H -2.551 0.222 0.573  C3 1.109
13 H 0.224 -0.281 1.593  C4 1.079
14 H -1.188 0.379 -1.062  C5 1.084
15 H 0.616 0.621 -0.807  C5 1.083
16 H -0.552 2.915 3.866  O18 0.959
17 H -0.105 2.986 2.343  O18 0.973
18 O -0.858 2.946 2.957  H16 0.959, H17 0.973
19 H 2.642 1.238 -1.579  O21 0.958
20 H 3.940 2.051 -1.393  O21 0.957
21 O 3.220 1.878 -1.998  H19 0.958, H20 0.957
22 H 4.759 0.248 -0.665  O24 0.967
23 H 4.257 -0.303 0.588  O24 0.968
24 O 4.213 0.523 0.085  H22 0.967, H23 0.968
25 H 0.750 -3.051 0.291  O27 0.969
26 H 0.612 -2.103 -0.784  O27 0.977
27 O 0.958 -2.118 0.130  H25 0.969, H26 0.977
28 H -2.390 2.587 2.090  O30 0.967
29 H -1.601 2.702 0.793  O30 0.956
30 O -2.444 2.414 1.141  H28 0.967, H29 0.956
31 H 1.848 3.595 1.323  O33 0.963
32 H 1.820 2.065 1.117  O33 0.964
33 O 1.635 2.762 1.758  H31 0.963, H32 0.964
34 H -2.010 0.183 -3.956  O36 0.959
35 H -3.032 -0.140 -2.844  O36 0.976
36 O -2.480 -0.543 -3.542  H34 0.959, H35 0.976
37 H 3.234 -2.736 0.148  O39 0.952
38 H 3.134 -1.648 -0.996  O39 0.954
39 O 3.714 -2.152 -0.431  H37 0.952, H38 0.954
40 H 0.826 2.500 -2.579  O42 0.963
41 H -0.553 3.325 -2.533  O42 0.955
42 O -0.048 2.592 -2.186  H40 0.963, H41 0.955
43 H 1.214 -3.979 2.719  O45 0.955
44 H 1.061 -2.375 3.080  O45 0.954
45 O 0.681 -3.187 2.754  H43 0.955, H44 0.954
46 H -4.228 0.036 -0.754  O48 0.961
47 H -3.755 1.467 -1.136  O48 0.964
48 O -4.104 0.640 -1.490  H46 0.961, H47 0.964
49 H -0.690 -1.591 -3.088  O51 0.977
50 H -1.279 -1.605 -1.870  O51 0.974
51 O -0.462 -1.995 -2.229  H49 0.977, H50 0.974
52 H 1.519 -0.941 -2.025  O54 0.967
53 H 1.183 -0.781 -3.428  O54 0.958
54 O 1.964 -0.831 -2.876  H52 0.967, H53 0.958


Entry from the Open Molecules 2025 dataset: a cluster of 14 separate species, C5H38N2O13 in total at a distorted geometry (the ωB97M-V functional and the def2-TZVPD basis).

Its net charge is +2. The orbital gap is 9.6 eV. For the energy above the lowest of the compared OMol25 structures with the same formula, charge and spin, the calculation gives 319.9 kJ/mol. The largest force on an atom comes out at 5.97 eV Å⁻¹. The value obtained for the highest occupied orbital energy is -15.57 eV. The multiplicity is 1.

Bonds (Å) are listed after each position.
Cartesian coordinates (Å):
1 C -0.758 -0.252 1.462  C2 1.592, N7 1.531, H8 1.189, H9 1.105
2 C 0.398 -0.036 0.389  C1 1.592, C3 1.492, H10 1.108, H11 1.069
3 C -0.119 -0.044 -1.011  C2 1.492, C4 1.344, N6 1.460
4 C -1.198 -0.672 -1.510  C3 1.344, H12 1.039, H13 1.097
5 C 0.973 0.719 -3.132  N6 1.282, H14 1.177, H15 1.172
6 N 0.718 0.780 -1.877  C3 1.460, C5 1.282, H16 1.043
7 N -0.315 0.404 2.773  C1 1.531, H17 1.041, H18 1.032, H19 1.073
8 H -0.785 -1.440 1.509  C1 1.189
9 H -1.750 0.190 1.254  C1 1.105
10 H 0.921 0.907 0.643  C2 1.108
11 H 1.199 -0.722 0.561  C2 1.069
12 H -1.955 -1.128 -0.962  C4 1.039
13 H -1.332 -0.676 -2.599  C4 1.097
14 H 0.679 -0.087 -3.938  C5 1.177
15 H 1.573 1.663 -3.483  C5 1.172
16 H 1.041 1.612 -1.337  N6 1.043
17 H -0.241 1.414 2.530  N7 1.041
18 H 0.663 0.145 2.979  N7 1.032
19 H -0.964 0.130 3.582  N7 1.073
20 H -4.708 2.229 -0.583  O22 0.941
21 H -4.246 1.048 -1.346  O22 0.914
22 O -3.970 1.663 -0.728  H20 0.941, H21 0.914
23 H -3.286 0.310 -3.230  O25 0.895
24 H -4.271 -0.886 -2.718  O25 0.997
25 O -3.561 -0.206 -2.552  H23 0.895, H24 0.997
26 H 0.297 -3.015 -0.180  O28 0.922
27 H 1.755 -2.771 -0.058  O28 0.900
28 O 1.072 -2.825 -0.642  H26 0.922, H27 0.900
29 H -4.642 0.105 1.901  O31 0.897
30 H -4.014 0.852 0.760  O31 0.969
31 O -3.845 0.341 1.566  H29 0.897, H30 0.969
32 H -0.992 3.890 1.856  O34 0.962
33 H 0.487 3.655 2.473  O34 1.071
34 O -0.283 3.240 1.854  H32 0.962, H33 1.071
35 H -0.619 -4.755 0.149  O37 0.969
36 H -1.677 -3.832 -0.155  O37 0.993
37 O -0.856 -3.850 0.402  H35 0.969, H36 0.993
38 H 3.873 2.112 -0.469  O40 1.002
39 H 3.718 0.558 -0.620  O40 0.961
40 O 3.228 1.381 -0.700  H38 1.002, H39 0.961
41 H -2.883 1.249 2.717  O43 0.985
42 H -2.556 2.105 4.078  O43 0.954
43 O -2.211 1.606 3.342  H41 0.985, H42 0.954
44 H 2.860 -1.043 -1.966  O46 0.955
45 H 4.056 -1.959 -1.615  O46 0.980
46 O 3.598 -1.129 -1.366  H44 0.955, H45 0.980
47 H 2.734 -0.787 2.354  O49 0.915
48 H 3.536 0.378 2.892  O49 0.908
49 O 2.720 0.091 2.612  H47 0.915, H48 0.908
50 H 1.409 -2.575 -3.517  O52 0.941
51 H 1.009 -1.899 -2.139  O52 0.955
52 O 1.501 -1.826 -2.954  H50 0.941, H51 0.955
53 H 0.282 3.099 0.108  O55 0.922
54 H 0.331 3.798 -1.351  O55 0.968
55 O 0.747 3.245 -0.675  H53 0.922, H54 0.968
56 H 3.652 -1.773 0.265  O58 0.946
57 H 3.869 -2.585 1.438  O58 0.982
58 O 3.132 -2.143 0.963  H56 0.946, H57 0.982


Entry from the Open Molecules 2025 dataset: a cluster of 14 separate species, C5H38N2O14 in total at a distorted geometry (the ωB97M-V functional and the def2-TZVPD basis).

The orbital gap is 9.1 eV. For the energy above the lowest of the compared OMol25 structures with the same formula, charge and spin, the calculation gives 844.8 kJ/mol. The largest force on an atom comes out at 8.32 eV Å⁻¹. The value obtained for the highest occupied orbital energy is -9.07 eV. The multiplicity is 1.

Bonds (Å) are listed after each position.
Cartesian coordinates (Å):
1 N -0.468 0.709 1.664  C2 1.572, H9 0.997, H10 1.018
2 C -1.208 0.192 0.377  N1 1.572, C3 1.522, C4 1.616, H11 1.064
3 C -2.673 -0.101 0.667  C2 1.522, H12 1.040, H13 1.008, H14 1.173
4 C -0.283 -1.057 -0.064  C2 1.616, N5 1.441, H15 1.080, H16 1.152
5 N 0.649 -0.516 -1.021  C4 1.441, C6 1.512, H17 1.076
6 C 1.092 -1.518 -2.064  N5 1.512, C7 1.501, H18 1.153, H19 1.118
7 C 2.176 -2.441 -1.588  C6 1.501, O8 1.230, H20 1.062
8 O 2.037 -3.588 -2.009  C7 1.230
9 H -0.918 1.420 2.198  N1 0.997
10 H -0.201 -0.101 2.221  N1 1.018
11 H -1.262 0.819 -0.482  C2 1.064
12 H -3.267 0.737 0.832  C3 1.040
13 H -2.859 -0.528 1.561  C3 1.008
14 H -3.316 -0.567 -0.196  C3 1.173
15 H -0.945 -1.729 -0.590  C4 1.080
16 H 0.281 -1.461 0.855  C4 1.152
17 H 0.216 0.353 -1.486  N5 1.076
18 H 0.178 -2.080 -2.484  C6 1.153
19 H 1.533 -0.933 -2.910  C6 1.118
20 H 3.054 -2.054 -1.132  C7 1.062
21 H 2.093 4.075 0.262  O23 0.990
22 H 2.359 2.792 -0.214  O23 0.997
23 O 2.509 3.715 -0.561  H21 0.990, H22 0.997
24 H -0.691 -4.751 1.183  O26 0.985
25 H 0.074 -4.740 2.591  O26 1.011
26 O -0.224 -4.161 1.818  H24 0.985, H25 1.011
27 H 2.802 -1.338 2.311  O29 0.978
28 H 4.112 -1.663 2.557  O29 0.974
29 O 3.365 -2.117 2.127  H27 0.978, H28 0.974
30 H -1.251 3.891 2.989  O32 0.976
31 H -2.234 2.738 3.636  O32 1.017
32 O -1.278 3.038 3.461  H30 0.976, H31 1.017
33 H -3.014 2.021 -0.509  O35 0.937
34 H -2.573 3.154 -1.342  O35 0.981
35 O -2.816 2.932 -0.418  H33 0.937, H34 0.981
36 H 1.167 -2.003 3.539  O38 1.018
37 H 0.419 -2.398 2.086  O38 1.029
38 O 0.289 -1.996 3.025  H36 1.018, H37 1.029
39 H 1.371 0.851 0.510  O41 0.901
40 H 2.206 0.064 -0.347  O41 0.957
41 O 2.241 0.780 0.287  H39 0.901, H40 0.957
42 H -0.755 -4.635 -1.969  O44 0.948
43 H 0.510 -3.990 -1.658  O44 1.019
44 O -0.384 -4.196 -1.214  H42 0.948, H43 1.019
45 H 1.077 2.582 -3.265  O47 1.073
46 H 0.695 3.015 -1.825  O47 1.074
47 O 0.252 2.418 -2.600  H45 1.073, H46 1.074
48 H -4.145 0.848 -2.389  O50 0.982
49 H -4.438 -0.074 -1.364  O50 0.972
50 O -4.271 0.882 -1.417  H48 0.982, H49 0.972
51 H -1.121 3.388 -0.302  O53 0.927
52 H 0.035 2.724 0.307  O53 0.854
53 O -0.197 3.313 -0.265  H51 0.927, H52 0.854
54 H 0.035 0.704 -3.690  O56 1.002
55 H -0.284 0.328 -5.143  O56 0.934
56 O -0.205 -0.058 -4.295  H54 1.002, H55 0.934
57 H 2.227 1.060 3.002  O59 0.903
58 H 3.306 0.727 1.974  O59 0.910
59 O 2.919 0.527 2.773  H57 0.903, H58 0.910


Entry from the Open Molecules 2025 dataset: a cluster of 13 separate species, C5H38N2O14 in total at a distorted geometry (the ωB97M-V functional and the def2-TZVPD basis).

The orbital gap is 9.0 eV. For the energy above the lowest of the compared OMol25 structures with the same formula, charge and spin, the calculation gives 750.4 kJ/mol. The largest force on an atom comes out at 5.54 eV Å⁻¹. The value obtained for the highest occupied orbital energy is -8.98 eV. The multiplicity is 1.

Bonds (Å) are listed after each position.
Cartesian coordinates (Å):
1 C 0.456 3.804 -0.783  C2 1.609, H9 1.181, H10 1.064, H11 1.109
2 C 1.458 2.659 -0.261  C1 1.609, N3 1.423, O8 1.401, O59 1.323
3 N 0.941 1.385 -0.628  C2 1.423, C4 1.461, H12 1.048
4 C -0.167 0.999 0.243  N3 1.461, C5 1.588, H13 1.234, H14 1.105
5 C -0.094 -0.066 1.418  C4 1.588, N6 1.435, H15 1.128, H16 1.158
6 N 0.659 -1.243 1.095  C5 1.435, C7 1.455, H17 1.108
7 C 0.800 -2.259 2.127  N6 1.455, H18 1.109, H19 1.109, H20 0.977
8 O 1.541 2.722 1.136  C2 1.401, H57 1.033
9 H 0.429 3.486 -1.920  C1 1.181
10 H 1.040 4.690 -0.713  C1 1.064
11 H -0.574 3.927 -0.392  C1 1.109
12 H 1.580 0.559 -0.717  N3 1.048
13 H -0.680 1.977 0.793  C4 1.234
14 H -0.999 0.568 -0.341  C4 1.105
15 H 0.270 0.529 2.305  C5 1.128
16 H -1.208 -0.299 1.634  C5 1.158
17 H 1.499 -1.007 0.412  N6 1.108
18 H 0.557 -3.302 1.840  C7 1.109
19 H 0.135 -2.004 2.978  C7 1.109
20 H 1.762 -2.354 2.271  C7 0.977
21 H -1.740 2.575 -1.876  O23 0.994
22 H -3.307 2.612 -2.313  O23 0.926
23 O -2.698 2.629 -1.616  H21 0.994, H22 0.926
24 H -0.707 0.457 -3.551  O26 1.039
25 H 0.173 1.479 -2.608  O26 0.995
26 O -0.507 1.453 -3.333  H24 1.039, H25 0.995
27 H -1.680 0.855 2.867  O29 0.920
28 H -2.528 0.686 4.157  O29 0.898
29 O -1.917 1.161 3.702  H27 0.920, H28 0.898
30 H 3.890 -1.997 0.346  O32 0.889
31 H 3.858 -3.035 -0.697  O32 0.922
32 O 3.987 -2.138 -0.527  H30 0.889, H31 0.922
33 H 3.660 0.543 -2.058  O35 0.957
34 H 3.550 -1.010 -1.740  O35 1.016
35 O 3.052 -0.196 -2.086  H33 0.957, H34 1.016
36 H 1.402 -4.173 -2.756  O38 0.910
37 H 0.518 -3.561 -1.548  O38 0.960
38 O 1.272 -4.065 -1.862  H36 0.910, H37 0.960
39 H 4.046 0.577 1.263  O41 0.911
40 H 2.564 1.225 1.278  O41 0.932
41 O 3.338 0.956 0.834  H39 0.911, H40 0.932
42 H -3.642 1.161 -0.304  O44 0.943
43 H -4.058 -0.080 0.491  O44 0.963
44 O -3.383 0.278 -0.095  H42 0.943, H43 0.963
45 H -1.369 -2.294 -1.870  O47 1.052
46 H -0.491 -1.972 -0.565  O47 1.018
47 O -0.670 -2.732 -1.217  H45 1.052, H46 1.018
48 H -1.645 -2.405 0.585  O50 0.954
49 H -2.956 -2.446 -0.121  O50 0.952
50 O -2.556 -2.656 0.717  H48 0.954, H49 0.952
51 H -2.927 -0.911 -2.616  O53 0.919
52 H -2.183 -0.372 -1.459  O53 1.005
53 O -2.062 -0.682 -2.408  H51 0.919, H52 1.005
54 H -2.200 -2.032 3.656  O56 0.975
55 H -3.392 -1.645 2.745  O56 0.949
56 O -2.969 -1.440 3.570  H54 0.975, H55 0.949
57 H 0.761 3.253 1.558  O8 1.033
58 H 3.418 2.299 -0.358  O59 0.979
59 O 2.694 2.871 -0.683  C2 1.323, H58 0.979


Q: Which value of orbital gap does entry 3 give?
A: 9.1 eV


Q: Which value of highest occupied orbital energy does entry 2 give?
A: -15.57 eV


Q: The lowest highest occupied orbital energy belongs to which entry?
A: C5H38N2O13


Q: Among the records above, which one has the highest orbital gap?
A: C5H38N2O13